One molecule with the formula C2H2N4, computed with wB97M-V/def2-TZVPD.

Structure (ORCA input):
```
! wB97M-V def2-TZVPD RIJCOSX def2/J DEFGRID3
* xyz 0 1
N 1.219 -0.283 -3.311
C 1.114 -0.232 -2.175
N 1.168 -0.269 -0.842
N 0.098 0.219 -0.189
C 1.492 -1.964 -0.382
N 1.586 -3.012 0.073
H 0.255 0.192 0.843
H -0.854 0.025 -0.449
*
```

As for the LUMO energy: -0.9 eV. The energy above the lowest of the compared OMol25 structures with the same formula, charge and spin is 89.31 kcal per mole. As for the energy: -8062.25895 eV. The value obtained for the maximum force is 4.17 eV Å⁻¹. Its SMILES is N#CN(N)C#N.